1.
Below is a 9-piece molecular cluster, C26H54N2O25S3 overall in a non-equilibrium geometry, with properties calculated with ωB97M-V with the def2-TZVPD basis set.

Geometry as XYZ:
```
110
Properties=species:S:1:pos:R:3
C -0.82 2.72 2.78
N -0.82 2.15 4.18
C -0.06 3.07 5.00
C -2.33 2.03 4.56
C -0.23 0.73 4.17
C -0.20 -0.09 5.42
O 0.33 -1.40 5.26
H 0.10 2.78 2.37
H -1.31 3.71 2.88
H -1.72 2.37 2.00
H 1.07 3.18 4.48
H -0.03 2.78 6.06
H -0.61 4.14 4.78
H -2.81 2.92 4.55
H -2.59 1.56 5.51
H -2.92 1.49 3.80
H 0.79 0.95 3.95
H -0.70 0.08 3.21
H -1.09 -0.23 6.06
H 0.47 0.44 5.97
H 1.18 -1.42 5.01
N -0.59 -0.05 0.30
O -1.56 -0.13 1.02
O -0.45 -0.81 -0.71
O 0.03 1.02 0.28
O -2.34 4.19 0.29
S -1.99 4.13 -1.16
O -2.62 3.27 -2.06
O -2.58 5.59 -1.68
C -3.85 5.92 -1.43
C -4.22 7.33 -1.70
C -0.30 4.36 -1.58
H -3.98 5.55 -0.35
H -4.56 5.30 -2.00
H -4.06 7.54 -2.68
H -3.46 8.09 -1.14
H -5.27 7.75 -1.30
H 0.37 3.46 -1.29
H 0.00 5.34 -1.21
H -0.40 4.36 -2.60
O 2.36 -0.67 3.34
S 3.53 0.12 2.94
O 3.96 1.37 3.56
O 4.79 -0.93 3.12
C 5.28 -0.96 4.53
C 6.43 -1.93 4.53
C 3.43 0.40 1.25
H 4.36 -1.46 4.84
H 5.48 0.08 4.93
H 7.25 -1.45 4.64
H 6.58 -2.69 3.70
H 6.31 -2.60 5.54
H 3.31 -0.35 0.48
H 4.22 1.08 1.04
H 2.47 0.76 0.79
O 5.63 -1.62 -4.87
S 4.34 -1.26 -5.41
O 3.63 -2.17 -6.31
O 3.39 -1.13 -4.05
C 3.31 -2.36 -3.29
C 2.77 -1.97 -1.90
C 4.38 0.41 -6.09
H 4.30 -2.83 -3.22
H 2.70 -3.23 -3.71
H 2.08 -1.14 -2.01
H 3.59 -1.57 -1.45
H 2.34 -2.89 -1.27
H 5.17 0.30 -6.81
H 4.77 0.77 -5.14
H 3.52 0.73 -6.47
C -0.54 -0.21 -3.87
C -0.72 1.21 -3.32
O -0.15 1.98 -4.29
C 0.46 1.32 -5.30
O 1.13 1.81 -6.25
O 0.10 -0.01 -5.10
H -1.52 -0.60 -4.04
H -0.13 -0.88 -3.02
H 0.03 1.25 -2.47
H -1.68 1.24 -2.61
C -4.89 0.07 -0.93
C -3.70 -0.63 -1.64
O -4.11 -0.71 -3.01
C -5.36 -0.30 -3.11
O -5.92 -0.34 -4.21
O -5.90 0.12 -1.96
H -4.50 0.99 -0.47
H -5.17 -0.65 -0.09
H -3.37 -1.49 -1.20
H -2.88 -0.01 -1.71
C 0.95 -4.46 1.58
C 0.12 -3.22 1.87
O -1.14 -3.82 2.25
C -0.97 -5.07 2.49
O -1.85 -5.78 2.91
O 0.21 -5.46 2.30
H 2.11 -4.38 1.91
H 0.96 -4.89 0.48
H 0.05 -2.35 1.42
H 0.54 -3.03 2.82
C -1.54 -4.14 -1.67
C -2.20 -4.65 -2.98
O -2.95 -5.78 -2.51
C -2.82 -5.97 -1.16
O -3.43 -6.90 -0.62
O -2.04 -5.05 -0.69
H -1.96 -3.16 -1.35
H -0.49 -4.13 -1.66
H -1.36 -5.02 -3.42
H -2.90 -3.86 -3.62
```

Computed properties:
DFT total energy in eV: -114493.399
Frontier orbital gap in eV: 8.96

2.
Below is C26H56BN5NaO19V as an isolated structure in a non-equilibrium geometry, with properties calculated with ωB97M-V with the def2-TZVPD basis set.

Geometry as XYZ:
```
109
Properties=species:S:1:pos:R:3
O -17.38 -1.91 -17.85
V -18.74 -2.83 -18.18
Na -22.30 -3.35 -12.86
N -20.45 -3.13 -15.36
O -21.46 -2.51 -15.47
O -19.64 -3.16 -16.26
O -20.25 -3.83 -14.38
O -20.68 0.17 -13.35
C -19.48 0.37 -13.36
O -18.86 0.96 -12.34
B -17.41 0.79 -12.51
O -17.25 -0.14 -13.67
C -18.43 -0.31 -14.29
O -18.58 -0.90 -15.32
O -16.85 0.22 -11.29
C -16.04 1.14 -10.77
O -15.37 0.97 -9.75
C -15.93 2.39 -11.78
O -16.76 2.08 -12.81
O -15.25 3.43 -11.73
C -16.07 -3.56 -14.87
O -16.78 -4.00 -16.00
C -16.21 -4.88 -16.94
C -17.39 -5.73 -17.46
N -18.19 -5.05 -18.56
C -19.36 -5.90 -18.75
C -20.41 -5.16 -19.65
O -20.62 -3.93 -18.96
C -22.08 -3.67 -18.91
H -15.55 -4.36 -14.34
H -16.71 -2.97 -14.22
H -15.29 -2.89 -15.23
H -15.44 -5.46 -16.43
H -15.68 -4.34 -17.73
H -18.09 -5.99 -16.66
H -16.92 -6.65 -17.80
H -17.67 -5.23 -19.41
H -19.84 -6.26 -17.84
H -19.13 -6.92 -19.07
H -21.25 -5.83 -19.81
H -19.90 -4.82 -20.56
H -22.35 -2.70 -18.52
H -22.59 -4.53 -18.48
H -22.31 -3.57 -19.97
C -14.75 -9.35 -14.25
O -14.45 -10.72 -14.53
C -15.51 -11.61 -14.32
C -16.68 -11.36 -15.26
N -17.66 -10.40 -14.68
C -18.78 -10.04 -15.61
C -19.28 -8.62 -15.27
O -18.11 -7.87 -15.26
C -18.10 -6.82 -14.26
H -13.75 -8.93 -14.42
H -14.91 -9.20 -13.18
H -15.53 -8.91 -14.86
H -15.77 -11.69 -13.27
H -15.08 -12.59 -14.56
H -17.22 -12.30 -15.37
H -16.37 -11.11 -16.27
H -17.20 -9.53 -14.47
H -19.56 -10.79 -15.69
H -18.58 -9.94 -16.68
H -19.69 -8.65 -14.26
H -20.12 -8.26 -15.86
H -17.06 -6.50 -14.31
H -18.23 -7.22 -13.26
H -18.61 -5.88 -14.49
C -25.24 -4.34 -14.09
O -23.87 -4.75 -14.32
C -23.75 -6.18 -14.16
C -22.35 -6.48 -13.48
N -22.38 -5.87 -12.12
C -21.08 -5.95 -11.32
C -21.24 -5.53 -9.79
O -21.92 -6.37 -8.98
C -21.83 -6.23 -7.54
H -25.38 -4.29 -13.01
H -26.02 -4.95 -14.56
H -25.50 -3.36 -14.48
H -23.68 -6.48 -15.20
H -24.60 -6.70 -13.72
H -21.62 -5.92 -14.07
H -22.11 -7.54 -13.50
H -23.04 -6.52 -11.71
H -20.27 -5.44 -11.83
H -20.73 -6.98 -11.43
H -21.67 -4.53 -9.75
H -20.23 -5.42 -9.40
H -20.78 -6.14 -7.25
H -22.26 -7.00 -6.89
H -22.34 -5.33 -7.21
C -20.98 -0.96 -20.57
C -20.15 -0.27 -19.57
C -20.64 1.17 -19.27
O -19.79 1.72 -18.26
C -20.29 2.94 -17.85
N -20.16 -1.02 -18.31
H -20.89 -2.03 -20.77
H -20.93 -0.60 -21.59
H -22.02 -0.97 -20.24
H -19.12 -0.08 -19.86
H -21.69 1.16 -18.98
H -20.39 1.76 -20.15
H -19.48 3.50 -17.37
H -21.10 2.79 -17.15
H -20.76 3.60 -18.58
H -21.14 -1.12 -18.09
H -19.91 -0.37 -17.59
```

Computed properties:
DFT total energy in eV: -104983.444
Spin multiplicity: 3
⟨S²⟩: 2.14
Net charge: +2
Frontier orbital gap (spin up / spin down) in eV: 5.16 / 2.04

3.
Below is C26H56Cl3I2N3NbO as an isolated structure in a non-equilibrium geometry, with properties calculated with ωB97M-V with the def2-TZVPD basis set.

Geometry as XYZ:
```
92
Properties=species:S:1:pos:R:3
C -1.04 -0.23 2.40
C -2.03 -0.93 1.30
C -3.53 -0.28 1.19
Cl -4.29 0.02 2.87
Nb -3.73 1.50 -0.25
I -4.05 3.64 -2.16
C -4.40 0.01 -1.84
C -4.42 0.59 -3.38
C -1.55 1.47 -0.86
C -1.15 0.62 -2.18
C 0.45 0.16 -1.98
C 1.22 -0.17 -3.38
C 1.92 -1.69 -3.39
C 3.58 -1.62 -3.45
C 4.28 -2.05 -2.01
C 4.37 -3.67 -1.78
C 5.15 -4.08 -0.37
C 4.84 -5.63 0.12
O 5.74 -6.02 1.25
C 5.16 -7.20 1.95
C -3.22 2.93 1.45
C -2.19 4.15 1.09
C -0.72 3.94 1.82
C -0.88 4.17 3.44
N -0.24 2.94 4.10
C -0.47 2.93 5.60
N 0.51 2.38 6.41
N -1.74 3.46 6.25
C -5.93 1.86 0.27
C -6.82 0.55 0.61
C -8.04 0.30 -0.50
I -7.91 1.02 2.50
H -0.09 0.17 1.83
H -1.52 0.60 3.06
H -0.64 -1.06 3.15
H -2.19 -2.05 1.69
H -1.51 -1.08 0.24
H -4.20 -1.15 0.70
H -3.72 -0.96 -1.76
H -5.51 -0.40 -1.65
H -5.34 1.29 -3.63
H -4.57 -0.36 -4.08
H -3.41 1.08 -3.73
H -1.24 2.60 -1.10
H -0.78 1.16 -0.01
H -1.71 -0.38 -2.37
H -1.16 1.36 -3.11
H 1.05 0.91 -1.31
H 0.39 -0.86 -1.37
H 0.56 -0.08 -4.35
H 2.09 0.63 -3.53
H 1.67 -2.28 -2.40
H 1.58 -2.30 -4.34
H 3.99 -0.59 -3.88
H 3.90 -2.48 -4.22
H 3.58 -1.60 -1.18
H 5.34 -1.54 -1.89
H 4.84 -4.25 -2.71
H 3.27 -4.09 -1.68
H 6.32 -4.01 -0.55
H 4.90 -3.30 0.50
H 5.04 -6.42 -0.75
H 3.73 -5.69 0.53
H 5.87 -7.50 2.86
H 4.06 -7.00 2.34
H 5.07 -8.14 1.22
H -2.69 2.28 2.29
H -4.16 3.41 2.00
H -2.64 5.14 1.58
H -1.98 4.35 -0.03
H 0.12 4.62 1.36
H -0.43 2.80 1.63
H -0.38 5.18 3.77
H -2.01 4.18 3.73
H 0.76 2.88 3.84
H 0.22 2.45 7.41
H -1.69 3.41 7.30
H -2.52 2.84 5.90
H -6.02 2.63 1.18
H -6.46 2.42 -0.64
H -6.26 -0.47 0.67
H -8.99 -0.06 0.10
H -7.72 -0.61 -1.16
H -8.32 1.27 -1.10
Cl 6.73 -0.35 -3.86
C 8.13 0.34 -3.01
C 7.74 1.07 -1.74
Cl 6.83 2.57 -2.09
H 8.66 0.99 -3.71
H 8.79 -0.50 -2.77
H 8.63 1.37 -1.19
H 7.12 0.44 -1.09
```

Computed properties:
DFT total energy in eV: -89694.558
Net charge: -1
Frontier orbital gap in eV: 6.74

4.
Below is C26H56N8P2S4Tl as an isolated structure, with properties calculated with ωB97M-V with the def2-TZVPD basis set.

Geometry as XYZ:
```
97
Properties=species:S:1:pos:R:3
Tl -0.42 0.25 0.75
C -0.76 -0.40 4.82
C -1.62 0.85 4.70
S -1.21 1.98 3.34
C 0.22 2.92 3.95
C 1.56 2.20 4.10
S 2.11 1.39 2.56
C 2.97 -0.04 3.28
C 3.31 -1.09 2.23
S 1.91 -1.86 1.36
C 1.28 -3.10 2.53
C 0.53 -2.60 3.75
S -0.84 -1.48 3.35
H -1.11 -0.98 5.67
H 0.28 -0.14 4.98
H -1.55 1.42 5.63
H -2.67 0.60 4.56
H -0.06 3.35 4.91
H 0.31 3.74 3.24
H 1.52 1.45 4.88
H 2.31 2.93 4.39
H 2.34 -0.45 4.06
H 3.90 0.31 3.74
H 3.89 -1.89 2.69
H 3.93 -0.66 1.44
H 2.13 -3.71 2.85
H 0.63 -3.73 1.91
H 1.20 -2.08 4.44
H 0.12 -3.46 4.28
C -3.81 -5.01 1.55
C -4.57 -4.16 0.53
N -3.71 -3.26 -0.26
C -3.27 -3.73 -1.56
C -1.99 -4.57 -1.53
C -3.21 -2.13 0.27
C -3.86 -1.60 1.52
N -2.26 -1.41 -0.26
H -4.51 -5.60 2.14
H -3.23 -4.38 2.24
H -3.11 -5.69 1.06
H -5.35 -3.59 1.02
H -5.07 -4.82 -0.18
H -3.14 -2.86 -2.21
H -4.08 -4.31 -1.99
H -1.22 -4.08 -0.92
H -1.61 -4.72 -2.54
H -2.18 -5.55 -1.10
H -4.93 -1.46 1.35
H -3.42 -0.64 1.77
H -3.74 -2.27 2.37
H -1.92 -1.79 -1.13
C -1.63 6.45 -1.30
N -2.01 5.01 -1.70
C -1.18 4.61 -2.92
N 0.21 4.77 -2.67
C 0.50 6.16 -2.29
N -0.23 6.55 -1.09
C 0.22 5.84 0.11
P -0.01 3.99 0.01
C -1.78 4.06 -0.56
C 0.73 3.81 -1.69
H -2.20 6.70 -0.41
H -1.94 7.08 -2.13
H -3.00 5.00 -1.95
H -1.50 5.26 -3.74
H -1.42 3.57 -3.15
H 0.22 6.82 -3.11
H 1.57 6.27 -2.11
H -0.31 6.23 0.99
H 1.28 6.05 0.27
H -2.41 4.37 0.28
H -2.11 3.06 -0.87
H 0.55 2.79 -2.05
H 1.81 3.95 -1.61
C 2.73 -2.64 -4.44
N 2.47 -2.95 -2.95
C 3.67 -2.44 -2.13
N 3.91 -1.07 -2.39
C 4.14 -0.84 -3.82
N 2.99 -1.26 -4.62
C 1.81 -0.41 -4.40
P 1.19 -0.45 -2.64
C 1.20 -2.31 -2.47
C 2.87 -0.19 -1.85
H 1.85 -2.96 -4.99
H 3.59 -3.24 -4.73
H 2.41 -3.96 -2.84
H 4.53 -3.05 -2.43
H 3.44 -2.62 -1.08
H 5.02 -1.41 -4.13
H 4.33 0.22 -3.99
H 1.01 -0.73 -5.07
H 2.06 0.61 -4.66
H 0.37 -2.74 -3.04
H 1.07 -2.57 -1.42
H 2.79 -0.33 -0.77
H 3.17 0.85 -2.02
```

Computed properties:
DFT total energy in eV: -106381.402
Net charge: +3
Frontier orbital gap in eV: 8.73

> Among the records above, which one has the lowest DFT total energy?

C26H54N2O25S3

> The lowest DFT total energy belongs to which entry?

C26H54N2O25S3